A molecular structure, C50H56ClIN6O3PPb in a non-equilibrium geometry. Source: the Open Molecules 2025 dataset; level of theory: wB97M-V/def2-TZVPD.

orbital gap (alpha / beta) = 6.34 / 5.55 eV
charge = +3
highest occupied orbital energy (alpha / beta) = -15.6 / -15.0 eV
relative energy (zero: lowest compared OMol25 entry of this formula, charge and spin) = 0.0 kcal/mol
calculated total energy = -102980.614 eV
LUMO level (alpha / beta) = -9.3 / -9.5 eV

The geometry in XYZ format:
```
119
Properties=species:S:1:pos:R:3:forces:R:3
Pb -0.2088 2.1060 -0.9573 -0.2 -0.2 0.6
Cl -4.5176 5.9693 4.1409 0.0 0.0 -0.1
C -3.6017 5.4218 2.8223 0.0 0.0 0.0
C -3.5016 6.2151 1.6900 0.0 0.2 -0.1
C -2.7563 5.8054 0.6061 0.1 0.2 -0.5
I -2.6170 6.9721 -1.1105 -0.1 -0.1 0.3
C -2.0310 4.5598 0.5841 0.0 0.4 -0.3
O -1.3270 4.2711 -0.4214 -0.2 -0.5 0.8
C -2.1661 3.7200 1.7844 -0.1 0.0 0.2
N -1.5310 2.5433 1.7838 0.2 -0.1 -0.4
C -1.6142 1.7648 2.8465 0.0 0.0 -0.1
C -2.3327 2.1089 3.9896 -0.1 0.0 0.1
C -3.0045 3.3070 4.0057 0.0 0.0 0.0
C -2.9366 4.1523 2.8860 0.2 -0.2 -0.1
H -4.0129 7.1677 1.6636 0.0 0.0 0.0
H -1.0892 0.8152 2.7866 0.0 0.0 0.1
H -2.3586 1.4439 4.8410 0.0 0.0 0.0
H -3.5832 3.6062 4.8683 0.0 0.0 0.0
N 3.4583 1.6730 -1.4937 0.0 -0.2 0.1
C 3.2173 2.7120 -0.5954 0.0 0.3 0.2
C 4.3427 3.2168 0.0739 0.0 0.0 0.0
C 4.2076 4.2936 0.9189 -0.1 -0.1 -0.1
C 2.9459 4.8650 1.0786 0.0 0.0 0.0
C 1.8869 4.2876 0.4249 0.0 0.1 0.1
N 1.9977 3.2117 -0.3808 0.3 0.0 -0.6
C 2.7775 1.2089 -2.6175 -0.1 -0.1 -0.2
C 3.5621 0.7661 -3.6935 0.0 0.0 0.0
C 2.9504 0.3065 -4.8364 -0.1 0.0 0.2
C 1.5571 0.2539 -4.8774 -0.1 0.0 0.0
C 0.8643 0.6667 -3.7668 0.0 0.0 -0.1
N 1.4472 1.1407 -2.6496 0.4 0.2 0.0
H 4.4492 1.5065 -1.5852 0.0 0.0 0.0
H 5.3156 2.7749 -0.1000 0.0 0.0 0.0
H 5.0708 4.7005 1.4274 0.0 0.0 0.0
H 2.8066 5.7433 1.6910 -0.1 0.0 0.0
H 0.8887 4.6941 0.5242 0.0 0.0 0.0
H 4.6411 0.8210 -3.6313 0.0 0.0 0.0
H 3.5420 -0.0030 -5.6868 0.0 0.0 0.0
H 1.0332 -0.0965 -5.7545 0.0 0.0 0.0
H -0.2178 0.6297 -3.7434 0.0 0.0 0.0
O -6.3039 -2.8859 0.7405 -0.2 -0.3 0.3
C -5.5287 -3.0581 -0.3352 0.3 0.3 -0.2
O -5.3800 -4.1208 -0.8571 -0.1 0.0 0.1
C -4.7736 -1.8472 -0.8243 0.1 0.0 0.1
C -3.9001 -1.1774 0.0261 -0.1 -0.1 0.0
C -3.0965 -0.1653 -0.4664 0.1 0.2 -0.1
C -3.1895 0.2336 -1.7994 -0.4 -0.5 0.2
C -4.0652 -0.4480 -2.6493 0.2 0.1 -0.1
C -4.8366 -1.4887 -2.1669 -0.1 0.0 0.1
N -2.3496 1.2817 -2.2216 0.2 0.5 -0.5
C -2.6372 2.0206 -3.2200 -0.3 -0.4 0.2
C -1.7412 3.0720 -3.7039 0.2 0.4 -0.3
C -2.0473 3.7275 -4.8903 0.0 -0.1 0.2
C -1.1828 4.7030 -5.3695 0.0 0.0 0.1
C -0.0491 5.0046 -4.6349 -0.1 0.0 -0.1
C 0.1816 4.3149 -3.4530 0.1 0.1 0.1
N -0.6303 3.3661 -3.0026 -0.2 -0.2 0.0
H -6.4372 -1.9635 0.9857 0.1 0.1 -0.1
H -3.8325 -1.4667 1.0682 0.0 0.0 0.0
H -2.4041 0.3491 0.1871 0.0 0.1 0.1
H -4.1132 -0.2034 -3.7020 0.0 0.0 0.0
H -5.4978 -2.0327 -2.8280 0.0 0.0 0.0
H -3.5680 1.9090 -3.7778 0.0 0.0 0.0
H -2.9435 3.4634 -5.4355 0.0 0.0 0.0
H -1.3994 5.2131 -6.2977 0.0 0.0 0.0
H 0.6464 5.7603 -4.9696 0.0 0.0 0.0
H 1.0513 4.5317 -2.8444 0.0 0.0 0.0
C 2.8438 -0.9097 4.4573 -0.2 -0.1 0.0
C 3.1337 -2.2346 3.7533 0.1 0.2 0.0
C 3.5766 -2.0094 2.3103 -0.1 -0.2 0.1
C 2.6178 -1.1221 1.5114 -0.2 0.1 0.1
C 2.3075 0.1829 2.2627 -0.2 0.0 0.1
C 1.8146 -0.0898 3.6808 0.2 0.1 0.0
P 1.0308 -1.8952 0.9074 0.7 -0.7 -0.6
C 1.2431 -1.8784 -0.9293 -0.4 0.2 0.1
C -0.0368 -2.2627 -1.6907 -0.1 -0.2 0.2
C -0.1804 -3.7658 -1.9432 0.1 0.1 -0.2
C 1.0756 -4.3430 -2.5898 0.0 -0.1 0.3
C 2.2836 -4.0832 -1.6945 0.0 0.1 -0.3
C 2.4869 -2.5850 -1.5014 0.1 -0.2 0.3
C 0.1773 -3.3821 1.6276 0.1 0.6 0.0
C -0.5527 -3.0304 2.9294 -0.3 0.0 0.1
C -1.5903 -4.1243 3.2356 0.1 -0.1 -0.1
C -1.0645 -5.5214 2.8524 0.1 0.1 0.1
C 0.4588 -5.5397 2.9057 -0.1 -0.1 -0.2
C 1.0528 -4.6414 1.8068 0.1 -0.1 0.1
H 3.7682 -0.3337 4.5496 0.0 0.0 0.0
H 2.4750 -1.1022 5.4649 0.1 0.0 0.0
H 2.2440 -2.8709 3.7804 0.0 0.0 0.0
H 3.9255 -2.7633 4.2844 -0.1 -0.1 0.0
H 3.7390 -2.9595 1.7969 0.1 0.0 0.0
H 4.5364 -1.4833 2.3257 0.0 0.0 -0.1
H 3.0950 -0.8524 0.5634 -0.1 -0.1 -0.1
H 1.5759 0.7745 1.6985 0.0 0.1 0.0
H 3.2282 0.7714 2.3140 0.0 0.0 -0.1
H 0.8666 -0.6424 3.6442 0.0 0.1 0.0
H 1.6314 0.8580 4.1899 -0.1 0.0 0.0
H 1.3943 -0.7986 -1.0788 0.0 0.0 0.1
H -0.0013 -1.7526 -2.6576 0.0 0.0 0.0
H -0.9175 -1.8860 -1.1579 0.0 0.1 -0.1
H -1.0477 -3.9337 -2.5824 -0.1 0.0 0.1
H -0.3618 -4.2906 -1.0021 -0.1 -0.1 0.0
H 1.2387 -3.8796 -3.5671 0.0 0.0 0.0
H 0.9502 -5.4125 -2.7556 0.0 0.0 0.0
H 3.1828 -4.5093 -2.1404 0.0 0.0 0.1
H 2.1367 -4.5613 -0.7237 0.1 -0.1 0.0
H 2.6725 -2.1281 -2.4790 0.0 0.1 0.0
H 3.3678 -2.4075 -0.8801 0.0 0.1 -0.1
H -0.5929 -3.5642 0.8697 0.0 0.0 0.0
H -1.0546 -2.0615 2.8471 0.0 0.0 0.1
H 0.1626 -2.9646 3.7499 0.0 0.1 0.0
H -2.5154 -3.9201 2.6929 0.0 0.0 0.0
H -1.8220 -4.0930 4.3002 0.0 0.0 0.0
H -1.3998 -5.7901 1.8474 0.0 -0.1 0.0
H -1.4683 -6.2671 3.5346 -0.1 0.0 -0.1
H 0.8342 -6.5513 2.7501 0.0 0.0 0.1
H 0.7939 -5.2213 3.8949 0.1 0.0 0.0
H 1.0776 -5.1971 0.8696 0.0 0.0 0.0
H 2.0803 -4.3863 2.0700 0.0 0.0 -0.1
```
Positions in Å, forces in eV/Å.

***

2 unconnected molecules or ions with the total composition C4H9NO3 in a non-equilibrium geometry. Source: the Open Molecules 2025 dataset; level of theory: wB97M-V/def2-TZVPD.

orbital gap = 10.18 eV
highest occupied orbital energy = -9.7 eV
structure (SMILES) = N[C@H](C=O)CC=O.O
relative energy (zero: lowest compared OMol25 entry of this formula, charge and spin) = 75.5 kcal/mol
calculated total energy = -11924.269 eV
LUMO level = 0.5 eV

The geometry in XYZ format:
```
17
Properties=species:S:1:pos:R:3:forces:R:3
O 1.7682 0.6991 2.5308 -0.9 1.6 -3.3
C 1.5567 1.0246 1.3318 1.1 -4.1 4.5
C 0.8851 -0.0431 0.4260 0.5 3.7 -1.2
C -0.1300 0.7710 -0.3619 1.1 2.4 -3.6
C -0.2508 0.3216 -1.9661 1.0 -0.6 5.5
O -0.6540 1.0758 -2.7529 -0.8 1.0 -2.4
N 0.2550 -1.1141 1.0686 1.7 -3.6 1.5
H 2.0396 1.8933 0.9290 -0.1 0.8 -0.5
H 1.7520 -0.2920 -0.2660 -1.0 -0.2 0.6
H -1.1178 0.9079 0.0432 -0.4 -0.6 0.4
H 0.2338 1.8926 -0.4670 -0.5 -2.0 0.0
H 0.1391 -0.7181 -2.0712 -0.1 0.1 -0.8
H 0.2697 -1.0059 2.1065 -0.1 0.4 -0.9
H 0.9442 -1.9261 0.9673 -1.6 1.0 0.2
H -2.7596 -1.0785 -1.3070 -0.2 -0.2 3.1
H -2.0654 -1.2891 0.0683 4.7 -1.0 1.9
O -2.8659 -1.1192 -0.2793 -4.4 1.1 -4.9
```
Positions in Å, forces in eV/Å.

***

A molecular structure, C5H13I2NOP in a non-equilibrium geometry. Source: the Open Molecules 2025 dataset; level of theory: wB97M-V/def2-TZVPD.

orbital gap = 8.37 eV
charge = +1
highest occupied orbital energy = -12.5 eV
relative energy (zero: lowest compared OMol25 entry of this formula, charge and spin) = 24.3 kcal/mol
calculated total energy = -34413.385 eV
LUMO level = -4.1 eV

The geometry in XYZ format:
```
23
Properties=species:S:1:pos:R:3:forces:R:3
C 1.8896 -0.0277 -0.9518 0.0 -0.4 1.3
C 0.7997 1.3175 0.7327 -2.7 3.3 0.8
C 1.0873 -1.1006 1.0219 -0.6 -1.7 2.5
C -0.6892 -0.2467 -0.4886 0.0 -1.1 -0.7
C -1.8975 -0.0060 0.4644 -0.9 -0.6 -0.6
N 0.7264 0.0067 0.1379 1.9 -0.2 -2.7
O -1.5818 -0.0791 1.7659 -0.5 1.4 2.5
P -1.1164 0.6590 -2.1218 1.7 -3.3 -1.1
I -2.9117 1.8402 0.0139 -0.3 0.4 0.5
I -3.5137 -1.6438 -0.1073 1.1 0.8 0.5
H 1.7776 -0.8738 -1.5524 -0.7 -1.7 -0.7
H 1.8349 0.7627 -1.6512 -0.1 1.4 -0.1
H 2.9111 -0.1774 -0.5093 -1.2 0.8 0.2
H -0.1835 1.6096 1.2734 1.7 -0.7 -1.1
H 1.5177 1.4737 1.5068 1.0 -0.5 0.1
H 0.9171 2.0767 -0.0739 0.0 -0.6 0.6
H 1.7157 -0.8540 1.8877 -0.1 0.9 -0.4
H 0.1219 -1.3655 1.4867 0.8 -0.8 -0.2
H 1.6853 -1.9461 0.6091 -1.2 0.7 -0.6
H -0.6212 -1.3071 -0.8570 -0.2 0.9 1.0
H -1.9627 0.6659 2.3800 0.6 -2.1 -1.9
H -0.2292 -0.5450 -2.6924 -1.2 2.1 -0.1
H -2.2774 -0.2391 -2.2746 0.9 0.9 0.2
```
Positions in Å, forces in eV/Å.